DFT (ωB97M-V/def2-TZVPD) results for a 2-piece molecular cluster, C4H11FNS overall.

XYZ file:
```
18
Properties=species:S:1:pos:R:3:forces:R:3
C 2.336619 1.311952 0.168851 -2.1 -1.9 1.1
C -2.176030 -0.984683 0.182512 0.4 -1.0 -2.3
C -0.177925 0.193916 -0.923761 4.6 -1.1 0.7
C 1.800203 0.025992 -0.295424 -3.4 -1.1 -1.1
N -0.959944 -0.089251 0.293388 0.6 1.1 2.1
F 2.395088 -0.367721 -1.429803 0.2 -0.1 -0.4
S 1.821425 -1.270659 0.948082 0.8 -1.0 -0.3
H 3.331554 1.085804 0.230578 2.9 0.5 0.6
H 1.838073 1.613468 1.052634 0.1 -0.2 1.7
H 2.027511 2.076217 -0.408948 -0.2 2.5 -2.9
H -2.547164 -1.298820 1.104218 0.1 -0.3 2.1
H -3.089182 -0.424313 -0.210174 1.7 -0.8 -0.5
H -1.798554 -1.984782 -0.330461 -1.2 2.4 0.5
H -0.073273 -0.693860 -1.610366 -0.7 1.4 0.6
H 0.026193 1.232212 -1.253028 -1.3 -0.9 0.1
H -1.186648 0.792524 0.790186 -0.5 -0.2 -0.9
H -0.257733 -0.425006 1.067379 -1.1 -0.8 -1.7
H 2.284094 -2.350712 0.159318 -0.8 1.3 0.6
```
Positions in Å, forces in eV/Å.

Its total charge is +1. Its energy relative to the best compared isomer or geometry (same formula, charge and spin) is 44.6 kcal/mol. The orbital gap is 0.366 hartree.